Entry A
2 unconnected molecules or ions with the total composition C3H6N2S, computed with ωB97M-V with the def2-TZVPD basis set.

The geometry in XYZ format:
```
12
Properties=species:S:1:pos:R:3:nbo_charge:R:1
H -2.95244 -1.34294 -1.10157 0.119
S -2.28576 -1.23341 -0.02393 0.057
N 0.55137 1.29591 0.18920 -0.853
H -1.28375 1.40643 1.29197 0.176
C 2.28780 -1.39216 -0.83812 0.088
N 3.23846 -1.40864 -0.20671 -0.326
H 1.45967 -1.43985 -1.51220 0.234
H 1.11526 1.51707 1.08458 0.371
C -1.38831 0.11965 -0.46100 -0.080
H 0.31368 2.09145 -0.43744 0.373
C -0.65456 0.63198 0.70900 -0.369
H -0.40142 -0.24550 1.30622 0.212
```

Output
- LUMO energy (spin up / spin down): 0.722 / -1.510 eV
- Net charge: 0
- HOMO level (spin up / spin down): -7.422 / -9.481 eV
- Spin multiplicity: 3
- HOMO-LUMO gap (spin up / spin down): 8.14 / 7.97 eV


Entry B
C3H6N2S in the gas phase, computed with ωB97M-V with the def2-TZVPD basis set.

The geometry in XYZ format:
```
12
Properties=species:S:1:pos:R:3:nbo_charge:R:1
H 1.34884 -1.36561 -0.44035 0.237
C -0.21650 -0.92234 1.53379 0.246
H 0.98001 0.54594 0.85190 0.227
C 0.10477 0.12268 0.54471 -0.134
H -0.10318 -1.15437 -1.31484 0.243
N -1.02267 0.91063 0.27462 -0.816
H 0.40297 1.36606 -2.09511 -0.089
N -0.59364 -1.68066 2.29224 -0.314
S 1.47435 0.56770 -1.97201 0.408
H -1.98893 0.44488 0.46338 0.386
C 0.70048 -0.56863 -0.88816 -0.764
H -1.08651 1.73372 0.74982 0.370
```

Output
- LUMO energy (spin up / spin down): 0.721 / -3.263 eV
- Net charge: 0
- HOMO level (spin up / spin down): -4.022 / -10.271 eV
- Spin multiplicity: 3
- HOMO-LUMO gap (spin up / spin down): 4.74 / 7.01 eV


Stability summary - winner: entry A; margin: 0.0497 hartree.


Entry A
6 unconnected molecules or ions with the total composition C12H24O24S6, computed with ωB97M-V with the def2-TZVPD basis set.

The geometry in XYZ format:
```
66
Properties=species:S:1:pos:R:3:nbo_charge:R:1
O 0.23713 3.79025 6.59165 -0.847
O -0.57954 5.34481 -3.32631 -0.679
S -1.47896 3.95901 -3.20302 2.474
C 3.24589 3.92104 4.62367 -0.123
H -0.47516 -1.48045 -1.41998 0.246
O 1.12011 -5.08263 -4.10559 -0.647
H -1.95837 1.61741 -0.66287 0.195
O 0.36586 -0.16259 -0.03661 -0.678
H 2.06361 3.52233 2.79428 0.195
C 2.42592 2.99732 3.67814 -0.091
C 1.68562 -0.96730 -1.84523 -0.095
C 2.28351 -5.08292 -3.31410 -0.110
O 2.15698 2.20388 6.88032 -0.871
H 3.78414 4.73129 4.13187 0.209
O -5.20012 -1.08734 -1.56085 -0.863
O -2.37374 -1.88308 3.29407 -0.706
H -0.14212 0.10842 -1.96564 0.199
H -3.66183 2.18926 -0.33540 0.217
O -3.47512 0.69048 -1.53617 -0.684
H 1.30609 2.91034 -3.84101 0.197
O -2.66499 4.13376 -2.35082 -0.837
C 1.89201 -4.75638 -1.87175 -0.103
S -3.75430 -0.87245 -1.40906 2.476
H 1.93697 -0.29516 -2.66569 0.187
O -2.85984 -1.61871 -2.29457 -0.880
C -0.89482 -2.97699 1.84212 -0.114
O 2.38460 4.41424 5.57323 -0.655
H 1.15542 5.31655 -4.40472 0.203
H 2.98174 2.11945 3.34873 0.212
S 1.89599 0.33623 0.30394 2.457
O 1.32302 2.56199 4.49911 -0.682
H 2.91641 -4.33367 -3.78967 0.185
C -2.98413 1.33979 -0.42027 -0.093
H -1.44255 -2.76791 0.92322 0.205
C 1.04593 3.59669 -3.03520 -0.107
O 2.25975 0.05513 1.70703 -0.859
C -1.01893 -1.77875 2.74740 -0.093
O -1.53162 -4.00982 2.58603 -0.679
S -2.99353 -3.40930 3.22805 2.477
S -0.14238 -4.15393 -3.38130 2.422
H -0.79377 -0.80838 2.30492 0.209
S 1.41939 3.15133 6.07611 2.466
O -1.57263 3.21543 -4.43278 -0.874
O 2.49984 -0.80408 -0.75974 -0.659
C 0.84815 5.07610 -3.38694 -0.094
O -0.19484 3.28776 -2.39499 -0.701
H 1.74693 -5.69641 -1.33942 0.212
H 0.13133 -3.28660 1.64396 0.214
H -0.43023 -1.75508 3.66443 0.203
C 0.26564 -0.68496 -1.33923 -0.122
H 1.88703 3.52245 -2.34588 0.216
H -2.42121 0.33683 1.49578 0.204
H 2.73671 -6.04845 -3.53878 0.221
H 1.81500 -1.97462 -2.24103 0.204
C -3.21776 0.31761 0.75197 -0.100
O -3.96732 -3.45356 2.16196 -0.875
O -3.28905 -3.97314 4.51538 -0.843
O -1.39220 -4.90552 -3.38086 -0.833
O 2.17120 1.69536 -0.13731 -0.886
H -4.16095 0.53161 1.25466 0.200
H 2.56031 -4.06785 -1.35463 0.212
O -0.24536 -2.75307 -3.86182 -0.866
O 0.52926 -4.21250 -1.87807 -0.687
H 1.40740 5.70291 -2.69236 0.204
H 4.10766 3.41293 5.05644 0.187
O -3.27518 -0.96635 0.18120 -0.672
```

Output
- LUMO energy: -0.218 eV
- Net charge: 0
- SMILES: O=S1(=O)OCCO1.O=S1(=O)OCCO1.O=S1(=O)OCCO1.O=S1(=O)OCCO1.O=S1(=O)OCCO1.O=S1(=O)OCCO1
- HOMO level: -11.115 eV
- HOMO-LUMO gap: 10.90 eV


Entry B
6 unconnected molecules or ions with the total composition C12H24O24S6, computed with ωB97M-V with the def2-TZVPD basis set.

The geometry in XYZ format:
```
66
Properties=species:S:1:pos:R:3:nbo_charge:R:1
H 6.70372 4.21358 2.38831 0.187
H -6.55457 -3.88873 2.93987 0.212
H -1.99663 0.92454 0.80207 0.218
O -2.11853 0.22289 5.22092 -0.831
O 0.36114 -0.49827 4.85401 -0.663
H -2.51229 1.95018 -0.54998 0.196
C 5.04098 3.79395 3.70957 -0.101
H -5.10688 -3.60245 1.94408 0.196
O 4.93446 4.33659 1.32257 -0.650
H 5.86654 4.14407 4.32922 0.212
C 0.96232 1.32522 3.42611 -0.112
O -2.66726 -3.64622 -5.59122 -0.825
H 1.28061 1.24244 2.38691 0.204
O -2.59518 -3.42297 -3.02127 -0.661
C -1.71561 1.30475 -0.18005 -0.104
O -0.60646 2.11047 0.18431 -0.666
H -4.15767 -2.86754 3.75281 0.194
O 2.84453 -1.05817 -7.52886 -0.902
H 2.27037 1.53053 -4.28875 0.205
O -1.53375 -0.88692 3.03224 -0.859
H 1.72558 1.57733 -5.91234 0.201
O -6.49194 -2.02197 1.89850 -0.652
C -1.62205 -4.23207 -2.30729 -0.102
C -1.28470 0.21163 -1.22782 -0.095
H 1.76374 0.92174 5.35917 0.188
H 2.33796 -0.16699 4.19248 0.199
S 0.63209 1.97826 -0.96658 2.455
C 1.43044 0.36046 4.48626 -0.094
O 2.34128 4.10764 1.62962 -0.867
H 1.15859 -0.63301 -3.88423 0.214
C 5.75471 3.68532 2.29651 -0.095
H -1.55151 -0.76434 -0.82238 0.207
H 1.35065 2.30675 3.69796 0.206
O 0.10132 0.39653 -1.29271 -0.701
H 0.60265 -4.70320 -2.83245 0.224
S -1.94100 -2.95556 -4.50590 2.411
O -6.39744 0.61542 2.32376 -0.822
O -4.38760 -0.62809 1.32527 -0.885
O 1.96808 2.02303 -0.38597 -0.828
S -5.57999 -0.64760 2.23657 2.406
H -1.77615 0.43784 -2.17407 0.202
S -1.11722 -0.09144 4.14262 2.411
C -0.14597 -3.91101 -2.84168 -0.091
O 4.81976 -1.59666 -6.11667 -0.847
H 0.18585 -3.01073 -2.32448 0.186
H 4.66535 2.80787 3.98278 0.189
O 0.22610 2.77326 -2.10031 -0.882
O -1.87712 -1.48990 -4.45277 -0.875
O 3.37792 6.33760 1.72364 -0.861
O -0.41085 1.39158 3.52997 -0.650
H 5.98123 2.69481 1.90194 0.205
H -1.73187 -4.01691 -1.24439 0.204
O -5.17228 -1.16951 3.73606 -0.652
C -5.85240 -3.13367 2.58637 -0.108
O 2.46640 -1.44435 -5.11344 -0.688
H -5.57907 -2.82645 4.85116 0.211
C 1.51107 -0.40629 -4.89044 -0.111
H -1.87087 -5.28584 -2.43280 0.192
H 0.63082 -0.63884 -5.48977 0.212
S 3.52121 -1.02093 -6.21180 2.497
O -0.37438 -3.60883 -4.21291 -0.662
C 2.17728 0.90896 -5.17931 -0.105
S 3.51172 4.92057 2.02613 2.437
C -5.19733 -2.56015 3.86553 -0.100
O 3.44828 0.54735 -5.59894 -0.680
O 3.97181 4.73245 3.59626 -0.655
```

Output
- LUMO energy: -0.040 eV
- Net charge: 0
- SMILES: O=S1(=O)OCCO1.O=S1(=O)OCCO1.O=S1(=O)OCCO1.O=S1(=O)OCCO1.O=S1(=O)OCCO1.O=S1(=O)OCCO1
- HOMO level: -10.735 eV
- HOMO-LUMO gap: 10.70 eV


Stability summary - winner: entry A; margin: 0.0560 hartree.